# 1
C33H26AsF6IrN4O2S2 | ωB97M-V/def2-TZVPD

The total energy comes out at -146352.4623 eV. Its energy above the lowest of the compared OMol25 structures with the same formula, charge and spin is 320.1 kJ/mol. As for the highest occupied orbital energy: -0.2678 Ha. As for the orbital gap: 5.1 eV. The value obtained for the largest force on an atom is 0.100 Eh/bohr.

Geometry as ORCA input:
```
! wB97M-V def2-TZVPD RIJCOSX def2/J DEFGRID3
* xyz 0 1
C -1.891 1.809 -1.420
C -1.015 -1.326 0.098
H 5.309 -3.450 3.045
H 3.660 -1.431 -1.897
H 4.256 -5.492 2.114
C 4.312 -2.133 1.689
C -2.087 -1.780 0.447
C -5.416 -3.343 0.010
C 3.268 0.451 0.859
H -6.085 -3.634 -0.788
H -5.189 -3.451 3.395
S 0.706 -1.471 2.290
N 3.087 -0.742 0.022
H -0.928 2.158 0.807
C 0.694 2.587 4.286
C -3.712 -2.613 2.089
C 0.348 1.437 4.988
H -2.621 5.900 -4.649
F -0.128 -1.120 -3.132
O 1.261 3.351 -2.150
C -0.008 2.220 0.227
C -1.223 4.676 -3.602
F 1.548 0.414 -2.274
H 4.990 -0.783 -0.915
C 0.590 0.128 2.959
H 4.304 0.806 0.825
H 0.061 1.025 -1.499
C 3.385 -2.012 0.667
Ir 0.851 -0.913 -0.274
C -1.081 3.575 -2.757
C 0.909 2.510 2.923
O -2.490 1.008 -0.801
H 2.624 -5.284 0.250
C 4.015 -4.519 1.708
C 2.343 1.578 0.409
H -4.589 4.607 -3.975
H 2.393 1.731 -0.670
As 1.012 -0.098 -3.977
H 3.024 0.197 1.892
C 4.608 -3.378 2.225
C 3.937 -0.656 -1.186
H 1.156 3.420 2.390
F -0.165 1.193 -3.828
H 3.812 0.307 -1.675
C -2.487 5.037 -4.012
H -4.338 2.621 -2.483
C -2.214 2.851 -2.348
C 2.752 -3.160 0.171
C -3.484 3.205 -2.798
N 0.941 1.267 0.791
C -7.004 -4.264 1.618
N -7.998 -4.803 1.832
C -3.345 -2.355 0.761
F 0.475 -0.559 -5.522
H -0.349 5.236 -3.903
F 2.193 -1.358 -3.891
C 0.318 0.225 4.332
H 0.774 3.540 4.791
H -3.926 -2.517 -1.293
C 0.817 1.298 2.241
H 0.078 -0.684 4.867
H 0.375 3.245 0.264
H -3.039 -2.334 2.888
C -4.910 -3.237 2.372
C -5.770 -3.606 1.336
C 0.116 3.066 -2.153
H 0.111 1.495 6.042
S 1.482 -3.031 -1.045
C -3.614 4.303 -3.619
H 2.674 2.507 0.889
F 2.191 1.016 -4.549
C 3.106 -4.411 0.668
C -4.216 -2.726 -0.274
H 4.811 -1.254 2.075
N -0.353 1.930 -1.197
*
```

# 2
C33H26BF5O2S | ωB97M-V/def2-TZVPD

The total energy comes out at -63835.2875 eV. Its energy above the lowest of the compared OMol25 structures with the same formula, charge and spin is 56.4 kJ/mol. As for the highest occupied orbital energy: -0.2613 Ha. As for the orbital gap: 4.2 eV. The value obtained for the largest force on an atom is 0.080 Eh/bohr.

Geometry as ORCA input:
```
! wB97M-V def2-TZVPD RIJCOSX def2/J DEFGRID3
* xyz 0 1
H 2.707 2.496 0.454
C 5.304 -4.159 0.312
C 0.688 5.651 1.533
H -3.661 1.249 -1.628
C -1.027 0.024 0.231
H -1.900 -5.341 -5.501
C -3.112 0.613 -0.929
C -1.822 1.390 3.899
H 6.000 -3.513 0.850
C -1.717 -3.597 -4.256
C -2.378 -4.366 -5.347
C -4.290 2.133 4.034
H -4.741 -0.708 -0.486
C 2.969 -4.151 -0.516
C -0.314 -2.119 -2.220
F 3.340 7.012 3.057
H 2.381 -0.467 0.382
C 1.743 -3.590 -0.813
H 5.765 -4.445 -0.643
S -2.728 2.499 1.755
H 5.153 -5.083 0.885
H 4.565 -1.556 0.941
H -3.432 -4.533 -5.110
C 0.487 -1.423 -1.192
H 0.253 0.981 3.168
H -1.759 0.956 4.896
C -1.640 -2.568 -2.053
C 0.737 3.359 0.703
C 0.306 -2.456 -3.450
H -4.173 1.919 5.097
C 1.554 -2.183 -0.604
H 0.978 -4.197 -1.296
B -0.150 2.069 0.362
H -3.509 -2.059 1.160
C 2.130 3.372 0.744
C 2.075 5.667 1.497
H 0.131 6.506 1.897
H -3.407 -3.438 -2.952
C -1.646 -0.986 0.943
H -2.325 -3.829 -6.302
F 2.024 8.053 1.641
F 3.881 7.097 0.934
C 2.566 -1.507 0.124
C -3.004 -1.218 0.680
C -3.700 -0.461 -0.264
F 0.299 -3.673 -5.482
C -1.124 1.931 1.767
H 3.882 4.553 1.220
C -0.378 -3.215 -4.381
C -2.347 -3.203 -3.073
F 3.210 -5.457 -0.875
O -1.169 2.107 -0.734
H -5.001 1.427 3.585
C -0.743 1.369 2.965
C 0.039 4.501 1.098
H -2.104 -2.424 -1.081
C 3.771 -2.115 0.438
C 2.819 6.952 1.791
C -2.964 2.000 3.402
H 0.741 -0.372 -1.416
C -1.797 0.913 -0.608
C 4.016 -3.454 0.089
O 0.187 0.632 0.508
C 2.799 4.529 1.159
H -4.683 3.144 3.894
H 1.342 -2.164 -3.617
H -1.045 4.514 1.092
H -1.050 -1.587 1.635
*
```

# 3
C33H26Br2O3P | ωB97M-V/def2-TZVPD

The total energy comes out at -190150.8845 eV. As for the highest occupied orbital energy: -0.4047 Ha. As for the orbital gap: 5.2 eV. The value obtained for the largest force on an atom is 0.091 Eh/bohr.

Geometry as ORCA input:
```
! wB97M-V def2-TZVPD RIJCOSX def2/J DEFGRID3
* xyz 1 1
C -2.644 2.035 -1.405
H -9.610 -1.746 1.406
P -5.991 2.833 2.836
O -5.289 3.456 1.461
H -2.511 -0.552 6.200
H -2.195 4.096 -4.113
C -10.152 -0.361 2.983
C -7.645 0.752 2.579
C -6.576 3.559 5.693
C -2.447 1.948 -4.213
C -3.491 0.224 2.996
C -3.763 1.398 2.178
H -2.266 4.158 -1.624
C -8.478 1.303 3.555
H -10.392 1.135 4.536
C -6.665 4.005 -1.892
H -3.837 -1.270 1.455
C -8.312 4.706 -0.253
H -11.148 -0.787 3.131
H -9.299 5.107 -0.020
H -2.867 -0.114 -1.515
C -3.541 -1.103 2.493
H -4.430 0.946 6.190
C -5.598 2.590 5.451
C -7.939 4.489 -1.585
C -2.759 -0.707 5.153
H -5.676 0.834 8.339
H -7.497 2.490 8.808
H -8.645 4.704 -2.390
C -7.262 3.511 6.916
C -2.806 -2.007 4.627
C -2.597 0.756 -3.484
H -2.418 2.995 0.526
C -3.632 1.275 0.771
H -6.813 4.318 4.942
H -2.632 -0.193 -4.009
C -2.325 3.179 -3.546
C -8.017 -0.362 1.831
C -2.380 3.212 -2.157
C -6.168 3.900 0.456
C -7.426 4.406 0.791
C -9.738 0.723 3.764
H -3.446 2.348 2.607
C -3.177 -2.198 3.287
C -5.227 1.652 6.407
H -6.356 3.820 -2.922
C -3.031 0.379 4.324
H -8.170 2.166 4.149
Br -2.349 -3.477 5.726
C -2.719 0.800 -2.094
C -6.950 2.529 7.863
H -3.187 -3.206 2.879
C -9.294 -0.902 2.019
H -4.737 3.422 -1.063
O -6.417 1.335 2.258
H -8.044 4.244 7.124
C -5.936 1.603 7.611
O -5.021 2.477 4.171
H -2.885 1.391 4.703
C -2.876 2.141 0.017
H -7.316 -0.765 1.100
H -4.147 0.454 0.263
H -7.712 4.562 1.836
Br -2.428 1.906 -6.103
C -5.753 3.758 -0.861
*
```

# 4
C33H26Cl5IrSb2 | ωB97M-V/def2-TZVPD

The total energy comes out at -113138.3017 eV. As for the highest occupied orbital energy (alpha / beta): -0.6235 / -0.6235 Ha. As for the orbital gap (alpha / beta): 6.0 / 4.7 eV. Its expectation value of S² is 0.777. The value obtained for the largest force on an atom is 0.018 Eh/bohr.

Geometry as ORCA input:
```
! wB97M-V def2-TZVPD RIJCOSX def2/J DEFGRID3
* xyz 3 2
C 3.766 -0.823 0.760
H -1.083 -3.821 -3.060
C 5.044 -0.489 2.762
Ir 0.038 0.056 1.319
C 6.103 -1.346 0.764
H 5.108 -0.176 3.796
H -4.158 -0.564 -3.334
H 0.331 -5.825 -2.763
H -0.099 3.121 -2.455
C -2.426 -1.427 1.694
Sb 1.958 -0.674 -0.292
C -2.612 -3.806 1.925
H -1.534 4.989 -0.563
C -0.180 -3.765 -2.465
Cl -4.919 -2.366 1.785
C -1.394 4.871 0.506
C -0.432 -2.772 1.992
C 1.373 -2.502 -1.140
C 4.893 -1.280 0.087
C 2.174 -3.627 -0.960
C -4.997 2.209 -1.563
C 2.282 0.650 -1.931
C -0.913 3.483 2.451
H 2.802 0.024 -2.659
C 0.495 2.480 -1.801
H 1.290 1.585 -3.564
H 6.985 -1.703 0.251
C 1.789 -4.825 -1.549
H -1.757 6.942 0.911
C -3.792 2.443 -0.913
H 4.847 -1.586 -0.952
H -5.836 2.871 -1.392
C -2.839 0.491 -2.018
C -1.094 3.636 1.076
H 0.254 0.511 -2.681
C 0.618 -4.892 -2.297
Cl -3.047 0.181 1.729
H -0.905 4.497 4.335
H 2.412 -5.703 -1.434
H 2.991 1.400 -1.578
H -3.701 3.283 -0.234
H 2.955 -0.054 2.621
C -4.051 0.272 -2.655
C -1.041 4.597 3.267
C -5.122 1.130 -2.431
C 0.194 -2.559 -1.885
C -1.344 5.835 2.712
Sb -0.900 2.028 -0.245
C 6.176 -0.952 2.098
H -6.061 0.957 -2.940
H -1.444 6.699 3.355
H 7.120 -1.004 2.623
C -1.022 -1.538 1.651
H 1.284 3.091 -1.362
C -3.239 -2.520 1.788
Cl -0.462 -5.403 2.396
H -0.678 2.519 2.892
H -2.010 -0.180 -2.195
H -0.424 -1.682 -2.026
Cl 1.242 -2.735 2.377
C 3.830 -0.422 2.096
C -1.521 5.976 1.336
C -1.187 -3.911 2.079
C -2.722 1.585 -1.155
H 3.090 -3.579 -0.384
C 1.035 1.267 -2.550
Cl -3.541 -5.169 1.990
*
```

# 5
C33H26N2O5 | ωB97M-V/def2-TZVPD

The total energy comes out at -47860.5277 eV. Its energy above the lowest of the compared OMol25 structures with the same formula, charge and spin is 14.8 kJ/mol. As for the highest occupied orbital energy: -0.2816 Ha. As for the orbital gap: 7.0 eV. The value obtained for the largest force on an atom is 0.022 Eh/bohr. As for the SMILES: COc1ccc(N2C=C3C(=O)[C@@](C)(OC(=O)CCc4ccccc4)C(=O)C=C3C=C2c2ccc(C#N)cc2)cc1.

Geometry as ORCA input:
```
! wB97M-V def2-TZVPD RIJCOSX def2/J DEFGRID3
* xyz 0 1
H 4.261 -0.900 -3.889
H -2.164 -0.547 -1.215
C -2.126 1.559 0.462
H 0.681 2.614 -2.275
C -4.422 1.719 1.179
N -0.610 -0.317 0.921
H -3.225 -3.796 2.323
C 3.858 -1.352 -0.498
C -3.438 -2.148 -0.611
H -4.948 -4.279 -1.723
H 0.160 2.908 0.450
C -2.389 2.484 -0.548
C -5.985 3.140 -0.030
C 4.011 -0.565 -2.878
H 4.652 0.280 -2.627
C -3.654 3.008 -0.714
C -0.767 1.024 0.644
C 1.706 0.027 1.344
H 1.790 -2.050 -3.386
C -4.683 2.620 0.145
H -1.123 1.011 -2.826
C 0.309 1.855 0.634
O 4.373 -0.202 -0.107
H -6.256 -4.842 -0.655
O -4.734 -3.989 0.322
C -2.983 -3.075 1.560
H 5.375 0.089 3.076
C 1.550 -1.030 -3.126
C 2.986 -0.461 1.909
H -6.078 -3.102 -0.991
H 3.018 1.879 -2.261
C 4.215 0.187 1.280
H -3.856 3.714 -1.505
N -7.043 3.557 -0.178
H 0.685 -1.806 1.598
C 1.633 1.397 0.917
C -5.539 -4.042 -0.833
C -1.956 -2.175 1.738
C -2.404 -1.247 -0.431
H 5.362 -1.923 -1.881
C 0.608 -0.765 1.328
O 3.039 -1.144 2.905
H 3.760 -2.621 -2.189
H 6.328 0.350 1.604
C -1.664 -1.245 0.742
H -3.994 -2.123 -1.534
C -3.156 1.197 1.332
C 5.486 -0.187 2.031
C 2.571 -0.133 -2.832
O 3.122 -2.031 0.177
C 2.237 1.175 -2.506
C 2.740 2.203 0.872
H -2.960 0.514 2.145
C -0.092 0.687 -2.807
C 0.916 1.585 -2.503
O 5.041 2.448 1.256
C 4.055 1.742 1.166
C 4.291 -1.713 -1.901
C -3.742 -3.070 0.387
H -1.595 2.780 -1.215
C 0.228 -0.626 -3.107
H 2.636 3.253 0.640
H -5.215 1.438 1.855
H 5.651 -1.260 1.966
H -0.552 -1.335 -3.341
H -1.388 -2.179 2.656
*
```

# 6
C33H26N3O6PbS | ωB97M-V/def2-TZVPD

The total energy comes out at -67474.2616 eV. As for the highest occupied orbital energy: -0.4038 Ha. As for the orbital gap: 8.0 eV. The value obtained for the largest force on an atom is 0.010 Eh/bohr.

Geometry as ORCA input:
```
! wB97M-V def2-TZVPD RIJCOSX def2/J DEFGRID3
* xyz 1 1
C -0.460 -4.282 -1.830
H -3.118 -1.074 3.925
H 1.597 -1.758 4.870
H 4.541 0.963 -4.750
O 0.993 -1.079 1.762
O -0.456 0.360 -1.093
H 4.331 1.520 0.448
O 1.141 0.231 4.477
H 4.298 2.990 -3.359
H 2.795 -0.803 -0.901
Pb -2.100 0.184 0.831
H -2.879 -6.399 -2.889
O -0.804 1.937 1.352
C 3.516 2.243 -3.371
H -1.802 4.255 -5.469
H -3.009 -0.457 6.324
H 2.269 3.290 -1.956
H -2.968 -3.576 0.330
C -1.087 -5.257 -2.587
C -2.450 -4.049 -0.493
N -1.875 0.461 3.310
C 1.854 -0.093 2.156
C -1.143 -3.667 -0.781
H -3.850 2.885 -5.658
H -4.199 0.964 -4.138
C 0.731 -1.124 4.671
O -1.224 -1.959 0.882
S -0.066 1.733 -1.638
C -0.516 -2.588 0.031
C 3.656 1.939 2.455
C -0.398 2.239 2.548
C -2.528 -0.226 4.257
C 2.725 0.234 1.122
H -4.082 -5.338 -1.007
O 0.466 3.038 2.834
C -0.984 1.899 4.983
H 0.087 -1.112 5.546
C -3.110 2.649 -4.903
H -0.117 3.737 -3.745
C 2.377 2.419 -2.594
N 1.372 -1.392 0.464
C 3.655 1.266 1.254
C 3.650 1.102 -4.150
C 2.647 0.136 -4.167
C -2.392 -5.635 -2.296
C -1.960 3.423 -4.795
H -2.487 0.409 -2.439
H -0.557 -5.725 -3.406
H 2.755 -0.746 -4.787
C 2.381 -0.666 0.083
H 0.177 -1.520 3.822
C 1.383 1.453 -2.632
N 0.755 -2.355 -0.233
H 2.842 2.101 4.447
C -1.676 1.205 5.960
C -1.116 1.498 3.664
H 0.561 -3.993 -2.040
H -1.607 1.502 6.998
C 2.803 1.571 3.504
C -3.071 -5.035 -1.245
C 1.898 0.530 3.402
C 1.501 0.309 -3.408
C -3.309 1.574 -4.051
C -1.013 3.133 -3.827
C -2.460 0.118 5.591
C -1.223 2.054 -2.977
H 4.345 2.758 2.611
H 0.698 -0.420 -3.419
H -0.342 2.742 5.199
C -2.362 1.272 -3.079
*
```

# 7
C33H27AsBBrF7MnN2O5 | ωB97M-V/def2-TZVPD

The total energy comes out at -229780.5608 eV. Its energy above the lowest of the compared OMol25 structures with the same formula, charge and spin is 323.0 kJ/mol. As for the highest occupied orbital energy (alpha / beta): 0.0507 / -0.0523 Ha. As for the orbital gap (alpha / beta): 1.5 / 4.3 eV. Its expectation value of S² is 6.120. The value obtained for the largest force on an atom is 0.093 Eh/bohr.

Geometry as ORCA input:
```
! wB97M-V def2-TZVPD RIJCOSX def2/J DEFGRID3
* xyz -2 5
F -0.099 -4.990 1.555
C -0.516 1.189 -6.045
C 1.851 2.706 1.887
H 1.577 -0.976 -7.629
C 1.310 1.701 3.973
C 0.617 -0.811 -8.169
C -4.596 -0.367 2.140
H 2.427 0.453 7.427
C 0.481 0.747 4.681
O 0.457 -0.321 -2.280
C -1.856 -0.774 -8.157
C -0.536 -0.212 -5.986
F 4.493 -1.835 2.346
H 1.704 -1.124 2.974
F 4.726 0.855 0.353
H 1.408 -3.602 3.141
As 5.051 -0.484 1.407
C -3.026 -0.328 4.010
O -2.575 0.823 1.888
C 0.930 0.281 5.937
H -0.090 3.057 -5.136
H -1.361 4.449 0.721
H -2.818 -0.744 -7.565
O -1.300 3.327 2.395
H 0.310 -2.721 -6.147
C -3.967 -1.058 4.783
H -0.846 1.656 -6.985
C 2.370 2.366 4.625
H -3.770 -1.284 5.828
H -1.732 -0.108 5.697
C 0.037 0.062 -3.526
N 1.114 1.878 2.642
H -0.109 -1.803 -4.590
H 3.879 3.862 4.349
C -0.029 -3.647 1.529
H -1.749 0.215 -8.592
F 6.801 -0.859 1.166
H 3.390 2.564 6.549
C -5.458 -1.097 2.891
C -0.085 1.976 -4.928
H -1.443 -2.597 -5.900
H -1.337 -3.306 -0.258
C -0.714 -2.918 0.542
H 0.419 -0.593 6.429
H 0.563 -1.443 -9.091
C 2.898 3.433 2.475
C 0.072 -0.875 1.616
O -0.821 2.540 0.377
C 3.060 3.331 3.830
O 0.917 1.862 -2.519
C 0.808 -2.994 2.437
Br -6.270 -2.730 5.045
B 0.982 0.836 -1.698
C -0.629 -1.041 -7.249
H -4.876 -0.007 1.167
F 1.695 0.866 -0.590
C -3.349 0.069 2.653
F 4.462 -1.445 0.155
C 2.044 0.867 6.481
C -1.196 3.467 1.167
H -0.818 -3.256 -7.463
C 2.685 1.982 5.934
H 1.584 2.696 0.846
H 3.615 3.938 1.838
Mn -0.719 1.121 2.073
C -0.236 -0.697 -4.675
C -5.105 -1.539 4.180
N -0.723 0.475 4.027
C -1.814 0.052 4.629
H -1.915 -1.478 -9.016
H -6.450 -1.362 2.505
H -1.140 -0.930 -0.075
C -0.631 -1.533 0.665
F 4.783 0.586 2.694
C 0.934 -1.608 2.378
H 0.659 0.274 -8.406
C 0.232 1.422 -3.698
C -0.637 -2.485 -6.667
*
```